# 1
{
  "formula": "C21H22Cl2N8O11P2RuS",
  "method": "the ωB97M-V functional and the def2-TZVPD basis",
  "elements": ["Ru", "Cl", "C", "C", "C", "Cl", "C", "C", "C", "C", "N", "C", "C", "O", "H", "H", "H", "H", "N", "C", "C", "P", "O", "O", "O", "P", "O", "O", "O", "H", "H", "H", "H", "H", "H", "H", "H", "C", "C", "C", "C", "N", "C", "S", "N", "C", "H", "H", "H", "H", "H", "H", "H", "H", "N", "C", "O", "C", "C", "N", "C", "N", "H", "H", "O", "N", "O", "O"],
  "positions_angstrom": [[-0.3206, -0.0158, 0.4889], [-4.5132, -2.9859, -0.5969], [-4.3896, -1.2654, -0.7247], [-5.4296, -0.5523, -1.3194], [-5.3360, 0.8054, -1.4777], [-6.6352, 1.6666, -2.2424], [-4.2000, 1.5086, -1.0236], [-3.9957, 2.8931, -1.1992], [-2.8460, 3.4766, -0.7460], [-1.9018, 2.6857, -0.0790], [-2.0773, 1.3965, 0.1023], [-3.1791, 0.7792, -0.3728], [-3.2219, -0.6566, -0.2367], [-2.2494, -1.3162, 0.2676], [-6.3062, -1.0834, -1.6623], [-4.7480, 3.4737, -1.7135], [-2.6289, 4.5198, -0.9204], [-0.9943, 3.1221, 0.3188], [1.6491, 0.0040, -2.9264], [0.8556, 1.2301, -3.2613], [1.2308, 1.7904, -4.6146], [-0.9196, 0.7047, -3.1085], [-0.9437, -0.2577, -4.4480], [-1.9041, 1.7860, -3.2620], [-0.9090, -0.2192, -1.9212], [1.1846, 2.4250, -1.8901], [2.8355, 2.5055, -2.0892], [0.6041, 3.7630, -2.0545], [1.0022, 1.6248, -0.6217], [1.5637, -0.6862, -3.6733], [1.2746, -0.4617, -2.0468], [2.6235, 0.2531, -2.7463], [1.0501, 1.0602, -5.4043], [2.2747, 2.1098, -4.6408], [0.6111, 2.6657, -4.8061], [-1.7622, -0.0591, -4.9221], [3.0393, 3.4502, -2.1354], [4.8240, 0.1853, -0.0339], [4.2292, 0.3409, 1.3216], [4.8598, 0.0235, 2.4940], [4.1294, 0.1574, 3.6809], [2.8943, 0.6321, 3.7026], [2.2852, 0.9364, 2.5590], [0.7184, 1.5869, 2.5333], [2.9632, 0.7914, 1.3778], [4.6887, -0.2713, 4.9969], [5.8751, -0.0805, 0.0268], [4.6979, 1.1040, -0.6110], [4.2744, -0.6207, -0.5230], [5.8640, -0.3657, 2.4870], [2.4677, 1.0691, 0.5190], [5.7766, -0.2915, 4.9953], [4.3254, -1.2806, 5.2004], [4.3198, 0.3851, 5.7815], [-0.1735, -2.9927, -0.9151], [1.0303, -2.5956, -0.4405], [1.4394, -1.3978, -0.6918], [1.8439, -3.5699, 0.1861], [1.3558, -4.8715, 0.4070], [0.9676, -5.9490, 0.5602], [3.1409, -3.2827, 0.6317], [4.2299, -3.0722, 0.9602], [-0.8236, -2.2566, -1.1676], [-0.5871, -3.8165, -0.5052], [-0.6171, -2.0967, 3.9598], [-0.5632, -1.4162, 2.9582], [-1.3852, -0.5162, 2.7068], [0.3730, -1.5943, 2.1042]],
  "forces_ev_per_a": [[-0.537, -0.498, 0.370], [-0.042, -0.172, -0.016], [0.504, 0.190, 0.278], [0.004, 0.320, -0.043], [0.033, -0.278, 0.093], [-0.192, 0.093, -0.116], [0.055, -0.018, 0.177], [0.153, 0.073, 0.101], [-0.170, -0.058, -0.006], [-0.090, 0.102, 0.158], [0.658, 0.095, 0.088], [-0.475, -0.238, -0.214], [-0.726, 0.039, -0.377], [1.188, 0.472, 0.153], [-0.005, -0.002, -0.030], [0.014, 0.009, -0.044], [-0.030, 0.025, 0.042], [0.069, -0.063, -0.084], [-0.167, 0.105, 0.103], [-0.560, 0.481, 0.477], [0.010, 0.104, -0.095], [-0.133, -0.802, -0.638], [-0.182, 0.188, 0.315], [0.163, 0.231, -0.050], [0.304, -0.031, 0.371], [0.813, -0.235, 0.046], [-0.390, 0.234, 0.201], [-0.069, 0.062, -0.183], [-0.024, -0.583, 0.321], [0.155, 0.033, -0.033], [0.191, -0.133, -0.034], [0.035, -0.154, -0.197], [-0.015, -0.006, -0.001], [0.014, -0.041, 0.023], [-0.031, -0.013, -0.020], [0.111, -0.065, -0.045], [0.129, -0.132, -0.082], [-0.164, 0.048, 0.010], [0.116, -0.100, -0.072], [-0.088, -0.030, -0.054], [-0.088, 0.094, -0.100], [-0.024, -0.125, 0.238], [0.035, 0.396, -0.305], [-0.343, -0.265, -0.251], [-0.059, -0.034, 0.057], [0.050, 0.014, -0.007], [-0.011, -0.036, 0.004], [0.003, -0.029, -0.019], [0.075, -0.085, -0.104], [0.046, -0.061, -0.020], [-0.016, -0.010, 0.136], [0.023, -0.001, -0.019], [0.000, -0.007, 0.036], [-0.005, -0.022, 0.024], [-0.045, 0.345, 0.184], [0.427, -0.891, -0.545], [-0.475, 0.317, 0.900], [-0.301, 0.441, -0.094], [-0.035, -0.384, -0.012], [-0.080, 0.071, -0.011], [0.411, 0.302, -0.038], [-0.009, 0.151, 0.045], [-0.047, -0.066, -0.082], [-0.011, 0.002, -0.034], [0.076, 0.152, -0.244], [-0.227, -0.220, 0.660], [-0.009, 0.247, -0.368], [0.010, 0.450, -0.922]],
  "mulliken_spin": [3.904, 0.001, 0.031, -0.002, 0.007, 0.001, -0.004, 0.007, 0.000, 0.018, 0.193, -0.030, -0.021, 0.180, 0.000, 0.000, 0.000, -0.005, -0.001, 0.003, 0.000, 0.008, 0.001, 0.002, 0.074, 0.023, 0.003, 0.003, 0.074, -0.001, 0.003, 0.001, 0.000, 0.000, 0.000, -0.001, 0.000, -0.001, -0.001, 0.010, -0.003, 0.008, 0.007, 0.162, 0.033, 0.001, 0.000, 0.000, 0.000, 0.001, -0.017, 0.000, 0.000, 0.000, 0.004, -0.021, 0.087, 0.025, -0.001, 0.004, 0.003, 0.003, -0.001, 0.003, 0.013, -0.024, 0.108, 0.128],
  "multiplicity": 6,
  "e_above_lowest_ev": 0.571,
  "energy_ev": -113623.212,
  "charge": -1
}



# 2
{
  "formula": "C21H22Cl2N9O3PdSi",
  "method": "the ωB97M-V functional and the def2-TZVPD basis",
  "elements": ["Pd", "N", "N", "N", "C", "N", "N", "H", "H", "H", "C", "Si", "C", "C", "H", "H", "H", "H", "H", "H", "H", "H", "H", "O", "N", "C", "C", "N", "C", "N", "Cl", "C", "C", "C", "C", "C", "Cl", "C", "N", "C", "C", "C", "C", "C", "C", "C", "C", "O", "O", "H", "H", "H", "H", "H", "H", "H", "H", "H", "H"],
  "positions_angstrom": [[0.3999, 1.8894, -0.7070], [4.5008, -0.7701, 0.9652], [3.8242, 0.3048, 0.4069], [4.3385, 1.0272, -0.5624], [3.3515, 1.8766, -0.7891], [2.3025, 1.6549, 0.0228], [2.6267, 0.6336, 0.7822], [5.2027, -0.3994, 1.5984], [3.8025, -1.2982, 1.4823], [3.3817, 2.6619, -1.5217], [-1.0995, 4.9250, 0.0419], [0.4949, 4.1684, -0.5773], [1.8517, 4.7710, 0.5862], [0.8490, 4.9323, -2.2592], [-0.9374, 5.9920, 0.2295], [-1.4346, 4.4519, 0.9652], [-1.9008, 4.8201, -0.6899], [1.8763, 5.8653, 0.5904], [2.8442, 4.4160, 0.3021], [1.6582, 4.4289, 1.6053], [0.8448, 6.0250, -2.1871], [0.0837, 4.6301, -2.9765], [1.8166, 4.6240, -2.6626], [-1.5026, 2.0208, -1.6254], [-2.1591, 2.1780, -0.5364], [-3.3936, 1.7771, -0.4084], [-4.1566, 1.1502, -1.4541], [-4.7808, 0.6499, -2.2809], [-4.0048, 2.0351, 0.8595], [-4.5104, 2.2397, 1.8736], [-0.5913, -2.2242, 2.7341], [-1.9508, -2.2964, 1.6533], [-2.9331, -1.3336, 1.7992], [-4.0802, -1.3733, 1.0274], [-4.2305, -2.3829, 0.0917], [-3.2299, -3.3205, -0.0558], [-3.4461, -4.5637, -1.2715], [-2.0506, -3.3177, 0.7057], [-1.1026, -4.3166, 0.5099], [0.3129, -4.0833, 0.5434], [1.0728, -4.8094, 1.4535], [2.4482, -4.6882, 1.4800], [3.0737, -3.8253, 0.5834], [2.3178, -3.1006, -0.3211], [0.9242, -3.2186, -0.3652], [0.1637, -2.4301, -1.4018], [0.2970, -0.9193, -1.1471], [0.9935, -0.2466, -1.9444], [-0.2750, -0.4609, -0.1309], [-2.7848, -0.5477, 2.5265], [-4.8401, -0.6141, 1.1441], [-5.1015, -2.4339, -0.5463], [-1.3754, -4.9452, -0.2310], [0.5543, -5.4625, 2.1438], [3.0312, -5.2616, 2.1899], [4.1524, -3.7329, 0.5792], [2.7989, -2.4365, -1.0316], [-0.8941, -2.6829, -1.4053], [0.5748, -2.6533, -2.3866]],
  "forces_ev_per_a": [[-0.087, 0.127, -0.281], [0.005, 0.120, -0.030], [0.026, -0.149, 0.119], [-0.083, 0.122, -0.083], [0.141, 0.133, 0.096], [-0.007, -0.438, -0.419], [-0.130, 0.171, 0.163], [-0.073, -0.042, 0.048], [0.023, -0.057, -0.043], [-0.018, -0.032, -0.048], [-0.073, 0.096, 0.059], [0.013, -0.375, -0.049], [0.067, 0.034, 0.076], [0.024, 0.027, -0.124], [-0.021, 0.003, -0.003], [-0.005, 0.016, 0.008], [-0.003, 0.006, -0.002], [0.003, -0.002, 0.020], [0.008, 0.027, -0.004], [0.011, 0.007, 0.005], [0.001, 0.000, -0.025], [-0.003, 0.009, -0.004], [0.007, 0.000, 0.008], [0.082, -0.011, 0.398], [-0.054, 0.258, 0.788], [-0.079, -0.113, -0.674], [0.072, -0.039, 0.150], [-0.019, 0.002, -0.025], [-0.020, 0.007, -0.090], [-0.014, -0.047, -0.003], [-0.051, 0.023, 0.019], [0.014, 0.011, 0.106], [-0.005, 0.009, 0.029], [0.054, -0.015, -0.039], [-0.013, 0.027, -0.012], [0.002, -0.001, 0.009], [0.021, 0.011, 0.019], [-0.063, -0.020, -0.194], [-0.017, -0.044, 0.295], [-0.004, 0.077, -0.246], [-0.033, -0.058, -0.023], [0.070, 0.044, -0.034], [-0.030, -0.044, 0.060], [-0.115, -0.008, 0.007], [0.046, 0.018, -0.012], [0.078, -0.020, -0.056], [0.089, 0.116, 0.119], [0.109, -0.130, -0.021], [0.017, 0.076, -0.112], [-0.005, 0.014, 0.003], [-0.018, 0.002, 0.017], [-0.003, 0.015, 0.006], [0.024, -0.007, 0.026], [-0.002, 0.011, 0.001], [0.006, 0.000, -0.004], [0.043, 0.018, -0.003], [0.002, 0.015, 0.011], [0.000, -0.026, 0.015], [-0.009, 0.027, -0.015]],
  "mulliken_charge": [0.274, -0.753, 1.253, -0.930, 0.019, 0.044, -0.553, 0.266, 0.294, 0.499, -1.133, 0.715, -1.097, -1.128, 0.377, 0.279, 0.269, 0.364, 0.295, 0.253, 0.337, 0.262, 0.289, -0.795, 0.465, 0.553, 0.268, -0.577, -0.045, -0.612, -0.251, 0.907, -0.516, -0.666, -0.786, 0.993, -0.297, -1.091, -0.061, -0.215, -0.464, -0.493, -0.878, -0.840, 0.756, -0.604, 0.801, -0.773, -0.507, 0.387, 0.606, 0.417, 0.346, 0.437, 0.390, 0.565, 0.520, 0.141, 0.423],
  "e_above_lowest_ev": 1.282,
  "energy_ev": -78089.633,
  "charge": -1
}